(1)
A single C6H10 molecule, computed with the ωB97M-V functional and the def2-TZVPD basis.

XYZ file:
```
16
Properties=species:S:1:pos:R:3:forces:R:3
C 0.544 1.430 1.572 0.9 0.5 0.5
C 1.292 0.984 0.603 -0.1 0.1 0.0
C 1.729 0.515 -0.512 -2.0 0.5 -0.6
C 0.070 0.202 -1.359 2.6 0.3 0.7
C -1.071 -0.282 -0.481 0.2 -0.2 -0.8
C -0.783 -1.522 0.367 -0.2 -0.1 -0.1
H 0.222 2.460 1.500 -0.1 0.1 0.4
H 0.586 0.911 2.517 -0.6 -0.1 0.2
H 2.836 0.539 -0.734 -1.7 -0.2 -0.6
H 0.447 -0.617 -1.940 -0.4 -0.4 -0.7
H -0.368 1.012 -1.996 1.4 -0.2 0.5
H -1.698 -0.534 -1.393 -0.2 -0.1 1.4
H -1.617 0.472 0.124 0.6 -0.2 -0.6
H -0.324 -1.347 1.350 -0.2 0.4 -0.4
H -1.745 -2.000 0.533 0.0 -0.3 0.2
H -0.120 -2.223 -0.151 -0.2 0.1 -0.1
```
Positions in Å, forces in eV/Å.

Values from the calculation:
molecular weight: 82.15 g/mol
highest occupied orbital energy: -8.8 eV
strongest force on any atom: 2.72 eV/A
energy relative to the best compared isomer or geometry (same formula, charge and spin): 83.59 kcal per mole
SMILES: C=C=CCCC
LUMO level: 1.1517 eV
net charge: 0

---

(2)
A single C2H2IN molecule, computed with the ωB97M-V functional and the def2-TZVPD basis.

XYZ file:
```
6
Properties=species:S:1:pos:R:3:forces:R:3
I -1.943 0.133 1.323 0.7 -0.3 -0.3
C -0.219 0.497 0.093 1.7 -2.8 0.7
C 0.638 -0.540 -0.532 -2.7 -1.3 -1.5
N 1.289 -0.159 0.443 -1.1 1.1 0.6
H -0.273 1.522 -0.064 0.6 1.4 -0.9
H 0.508 -1.454 -1.262 0.8 2.0 1.3
```
Positions in Å, forces in eV/Å.

Values from the calculation:
molecular weight: 166.95 g/mol
highest occupied orbital energy: -9.3 eV
strongest force on any atom: 3.40 eV/A
energy relative to the best compared isomer or geometry (same formula, charge and spin): 45.81 kcal per mole
SMILES: I[C@@H]1C=N1
LUMO level: 0.3250 eV
net charge: 0

---

(3)
A single C14H13F5N2O2S2 molecule, computed with the ωB97M-V functional and the def2-TZVPD basis.

XYZ file:
```
38
Properties=species:S:1:pos:R:3:forces:R:3
C 3.854 -3.177 0.873 0.3 0.7 0.6
S 2.256 -3.254 -0.104 -4.0 -4.4 -4.3
O 1.180 -4.216 0.514 3.9 3.9 -0.6
O 2.450 -3.720 -1.593 0.5 2.3 5.2
C 1.461 -1.531 -0.214 -3.3 3.6 1.4
C 0.042 -1.334 0.565 3.2 2.5 -2.9
C -0.734 0.145 0.466 2.1 1.0 -1.4
C -2.147 0.194 1.323 1.1 -0.6 0.2
C -3.229 -0.776 0.558 0.4 -0.8 0.7
C -4.762 -0.194 0.503 1.6 -0.5 -0.6
S -5.928 -1.665 0.795 0.0 0.2 0.0
C -0.114 1.432 -0.404 0.5 -5.1 0.9
C -0.958 2.827 -0.469 -0.2 0.6 -1.1
F -0.623 3.746 -1.583 -0.9 -3.3 3.4
F -2.453 2.640 -0.599 4.7 0.4 0.8
C -0.566 3.667 0.924 0.3 3.3 0.6
F -1.636 3.639 1.946 4.0 -0.3 -3.2
F 0.789 3.289 1.450 -5.1 1.1 -1.5
F -0.426 5.117 0.520 -0.5 -4.8 1.8
C 1.371 1.159 -1.129 0.5 0.5 -0.5
N 1.966 2.331 -1.856 3.5 -4.8 -0.4
C 3.284 2.056 -2.498 -2.3 -2.7 2.5
C 3.994 0.600 -2.373 -1.3 -0.4 0.8
N 3.482 -0.632 -1.684 -2.7 7.6 -0.7
C 2.161 -0.267 -1.058 -0.9 -1.2 0.8
H 3.549 -3.022 2.007 0.6 -0.4 -2.5
H 4.466 -2.241 0.471 -1.4 -2.2 0.8
H 4.407 -4.200 0.707 -1.3 2.1 0.2
H -0.429 -2.225 1.167 1.1 2.0 -1.4
H -2.529 1.273 1.563 0.8 -2.1 -0.8
H -1.901 -0.313 2.374 -0.4 1.2 -2.3
H -2.777 -1.071 -0.490 -1.3 0.7 2.0
H -3.277 -1.786 1.191 0.3 2.2 -1.5
H -4.926 0.664 1.286 0.2 -1.8 -1.6
H -4.955 0.147 -0.612 0.1 -0.5 2.5
H -5.250 -2.724 1.427 0.0 1.6 -0.6
H 3.846 2.926 -3.065 -1.5 -2.0 1.4
H 5.062 0.495 -2.897 -2.7 0.1 1.3
```
Positions in Å, forces in eV/Å.

Values from the calculation:
molecular weight: 400.39 g/mol
highest occupied orbital energy: -9.3 eV
strongest force on any atom: 8.12 eV/A
energy relative to the best compared isomer or geometry (same formula, charge and spin): 316.30 kcal per mole
SMILES: CS(=O)(=O)c1cc(CCCS)c(C(F)(F)C(F)(F)F)c2nccnc12
LUMO level: -2.2092 eV
net charge: 0

---

(4)
A single C5H8O2 molecule, computed with the ωB97M-V functional and the def2-TZVPD basis.

XYZ file:
```
15
Properties=species:S:1:pos:R:3:forces:R:3
O -2.259 0.590 0.500 0.1 0.0 -0.2
C -1.186 0.401 -0.217 -0.2 0.0 0.1
C -0.982 -0.833 -0.869 0.0 0.1 0.0
C 0.107 -1.123 0.271 0.3 -0.2 0.1
C 1.020 0.152 0.372 -0.2 0.1 0.1
O 2.021 0.179 -0.626 0.2 -0.1 -0.1
C 0.002 1.285 0.058 0.0 0.0 0.0
H -2.822 -0.180 0.247 0.1 0.1 0.1
H -0.315 -0.669 -1.732 -0.2 0.0 0.1
H 0.631 -2.010 -0.089 0.2 0.1 0.2
H -0.315 -1.345 1.263 0.0 0.0 -0.3
H 1.487 0.295 1.360 -0.2 -0.1 -0.2
H 2.608 -0.575 -0.478 -0.1 0.2 -0.1
H -0.158 1.987 0.879 0.0 -0.1 -0.1
H 0.287 1.826 -0.850 0.0 -0.1 0.2
```
Positions in Å, forces in eV/Å.

Values from the calculation:
molecular weight: 100.12 g/mol
highest occupied orbital energy: -7.5 eV
strongest force on any atom: 0.37 eV/A
energy relative to the best compared isomer or geometry (same formula, charge and spin): 89.66 kcal per mole
SMILES: OC1=CC[C@@H](O)C1
LUMO level: 0.5165 eV
net charge: 0

---

(5)
A molecular structure, C25H55FN10NbO21, computed with the ωB97M-V functional and the def2-TZVPD basis.

XYZ file:
```
113
Properties=species:S:1:pos:R:3:forces:R:3
C -1.150 0.310 -2.474 0.1 0.3 -0.1
C -0.654 1.454 -3.366 0.0 0.0 0.7
C 0.615 2.074 -2.761 -0.4 -0.6 0.2
C 1.863 1.295 -3.146 0.2 0.8 -0.5
C 3.117 1.674 -2.335 -0.9 -0.6 0.2
Nb 3.491 0.471 -0.461 0.4 1.7 -1.1
C 3.442 -1.531 -1.583 0.4 -0.3 1.1
C 2.986 -2.755 -0.906 0.0 0.1 -1.1
O 2.462 -3.685 -1.448 -0.6 -0.7 -0.4
F 3.167 -2.881 0.403 0.4 0.1 0.8
C 3.805 2.280 0.846 0.1 -0.1 0.2
C 2.515 2.938 1.244 -0.4 0.0 0.9
C 1.624 3.526 0.340 0.0 0.0 -0.1
C 0.445 4.147 0.727 0.2 -0.1 0.2
C 0.104 4.212 2.077 0.0 0.1 -0.9
C 0.956 3.637 2.984 0.2 -0.1 0.3
C 2.141 3.000 2.605 -0.1 0.0 0.1
C 2.966 2.427 3.733 -0.4 -0.1 0.0
H -2.136 -0.044 -2.771 0.0 -0.3 -0.2
H -0.422 -0.496 -2.468 -0.1 -0.3 0.0
H -1.227 0.669 -1.450 0.0 0.0 0.2
H -1.441 2.207 -3.383 -0.1 0.1 -0.3
H -0.446 1.085 -4.368 -0.2 0.1 -0.3
H 0.499 1.999 -1.679 0.1 0.2 0.2
H 0.686 3.133 -3.006 0.2 0.1 -0.1
H 2.060 1.503 -4.204 -0.1 -0.1 -0.2
H 1.622 0.234 -3.098 0.1 -0.2 0.1
H 3.144 2.752 -2.169 0.0 0.1 0.0
H 3.988 1.464 -2.969 0.3 -0.2 0.2
H 1.665 0.416 -0.151 -0.1 -0.4 0.1
H 3.667 -0.528 1.083 -0.5 0.1 0.1
H 5.334 0.474 -0.741 0.2 -0.2 0.2
H 2.850 -1.486 -2.490 0.0 0.2 -0.2
H 4.464 -1.750 -1.898 0.2 0.1 0.0
H 4.453 2.990 0.326 0.0 0.0 -0.4
H 4.346 2.018 1.743 0.3 -0.1 0.1
H 1.890 3.511 -0.704 -0.1 0.0 -0.1
H -0.208 4.576 -0.018 0.0 0.0 -0.1
H -0.802 4.715 2.388 -0.1 0.0 0.1
H 0.690 3.703 4.033 0.2 -0.1 0.2
H 2.294 2.072 4.513 -0.1 0.0 0.1
H 3.588 3.189 4.203 0.3 0.1 -0.1
H 3.565 1.578 3.432 0.2 -0.1 0.0
C -4.887 1.255 -0.624 -0.1 0.0 -0.1
N -3.850 2.316 -0.755 0.0 0.0 -0.1
O -4.021 3.170 -1.601 0.0 0.0 0.0
O -2.905 2.244 -0.003 0.0 0.1 0.1
H -5.666 1.446 -1.353 0.0 0.0 0.0
H -4.398 0.303 -0.809 0.0 0.0 0.1
H -5.274 1.302 0.389 0.1 -0.1 0.0
C 0.477 -4.580 0.633 -0.1 0.1 0.1
N -0.984 -4.815 0.802 0.1 0.0 0.0
O -1.686 -3.889 1.140 0.0 0.0 0.0
O -1.390 -5.944 0.576 -0.1 -0.1 0.0
H 0.690 -3.545 0.863 0.0 0.0 0.0
H 0.993 -5.249 1.315 0.0 -0.1 -0.1
H 0.729 -4.808 -0.396 0.1 0.0 0.0
C -2.628 -8.281 -1.619 0.1 0.0 0.2
N -2.331 -8.560 -3.049 0.0 0.0 0.1
O -1.190 -8.829 -3.355 0.0 0.0 0.0
O -3.258 -8.496 -3.835 0.0 0.0 0.0
H -1.708 -8.368 -1.056 0.0 0.0 0.0
H -3.027 -7.272 -1.558 -0.1 0.0 0.0
H -3.365 -9.007 -1.290 -0.1 0.0 -0.1
C -2.321 1.904 4.119 0.0 -0.1 -0.2
N -1.424 2.016 5.301 0.0 -0.1 -0.2
O -0.608 1.139 5.475 0.0 0.0 0.1
O -1.568 2.992 6.011 -0.1 0.0 0.1
H -2.070 0.998 3.580 0.1 0.0 0.0
H -3.343 1.875 4.487 0.0 0.1 0.0
H -2.152 2.780 3.499 0.0 0.0 0.0
C -2.578 5.325 8.123 0.0 0.0 0.1
N -3.331 6.081 9.163 0.0 0.0 0.0
O -2.692 6.731 9.967 0.0 0.0 0.0
O -4.543 6.000 9.145 0.0 0.0 0.0
H -1.522 5.492 8.263 -0.2 0.0 0.1
H -2.826 4.275 8.239 -0.1 0.0 -0.1
H -2.902 5.693 7.154 -0.1 -0.1 0.0
C 2.080 6.625 7.755 0.1 -0.1 0.0
N 0.690 6.375 7.288 0.1 -0.1 -0.1
O 0.277 5.234 7.322 0.3 0.1 -0.1
O 0.057 7.335 6.902 0.0 0.0 0.0
H 2.511 5.681 8.064 0.0 0.0 0.0
H 2.627 7.056 6.923 0.0 0.1 0.0
H 2.021 7.325 8.584 0.0 0.1 -0.1
C -6.384 -8.365 -4.815 0.2 0.0 -0.1
N -7.121 -7.522 -3.832 0.0 0.0 0.0
O -6.470 -6.842 -3.069 0.0 0.0 0.0
O -8.333 -7.579 -3.864 0.0 0.0 0.0
H -5.321 -8.218 -4.673 0.0 0.0 0.1
H -6.665 -9.397 -4.630 -0.1 0.0 0.0
H -6.696 -8.053 -5.807 -0.1 0.0 0.0
C 2.506 -3.805 -4.943 0.0 0.0 0.2
N 3.019 -2.576 -5.614 -0.1 -0.1 0.1
O 3.481 -1.706 -4.909 0.1 0.1 -0.1
O 2.935 -2.530 -6.825 0.0 0.0 0.0
H 2.642 -3.698 -3.871 0.0 0.0 0.0
H 1.454 -3.897 -5.201 0.0 -0.1 -0.1
H 3.072 -4.645 -5.335 -0.1 0.0 -0.1
C -1.480 -7.539 -6.571 0.0 0.0 0.2
N -0.991 -6.313 -7.261 0.0 0.0 0.0
O -0.553 -5.414 -6.575 0.0 0.0 0.0
O -1.065 -6.300 -8.472 0.0 0.0 0.0
H -1.354 -7.412 -5.504 0.0 0.0 0.0
H -2.527 -7.662 -6.828 0.0 0.0 -0.1
H -0.891 -8.374 -6.935 0.0 0.0 -0.1
C 5.105 6.936 0.821 0.1 0.0 0.1
N 3.894 6.093 0.626 -0.2 -0.2 0.0
O 3.083 6.046 1.525 0.1 0.2 0.1
O 3.806 5.505 -0.431 0.1 0.2 -0.1
H 5.049 7.395 1.801 0.0 0.0 0.0
H 5.970 6.285 0.739 0.0 0.0 -0.1
H 5.110 7.684 0.034 0.0 -0.1 -0.1
```
Positions in Å, forces in eV/Å.

Values from the calculation:
molecular weight: 943.67 g/mol
highest occupied orbital energy: -4.9 eV
strongest force on any atom: 2.08 eV/A
LUMO level: 1.0860 eV
net charge: -1

---

(6)
2 unconnected molecules or ions with the total composition C5H12PS, computed with the ωB97M-V functional and the def2-TZVPD basis.

XYZ file:
```
19
Properties=species:S:1:pos:R:3:forces:R:3
C -1.071 3.831 0.719 1.7 -1.2 -0.1
C -1.819 4.866 0.800 -0.4 0.7 0.2
C -1.308 -2.167 -0.905 3.7 -1.1 -3.0
C 0.872 -1.344 0.914 1.0 1.2 -0.6
C 0.603 -0.207 -1.995 0.1 1.8 1.6
P -0.271 -0.772 -0.470 0.6 0.0 0.0
S -0.034 2.627 0.648 -0.9 0.9 0.1
H -1.490 5.889 0.784 0.6 0.1 -0.2
H -1.139 0.291 -0.221 0.3 0.1 0.7
H -2.853 4.797 1.018 -1.0 -0.4 0.1
H -1.699 -2.771 -0.113 -1.2 0.3 0.2
H -0.368 -2.825 -1.143 -1.4 0.5 0.1
H -1.689 -2.078 -1.988 -0.4 -0.1 2.1
H 0.319 -1.653 1.788 -0.5 -0.2 0.1
H 1.533 -0.480 1.274 -0.8 -1.2 -0.8
H 1.521 -2.209 0.568 -0.9 1.1 0.1
H -0.168 0.106 -2.701 0.2 0.8 0.3
H 1.001 -1.018 -2.453 1.2 -3.1 -1.3
H 1.551 0.436 -1.894 -2.0 -0.3 0.3
```
Positions in Å, forces in eV/Å.

Values from the calculation:
molecular weight: 135.19 g/mol
highest occupied orbital energy: -11.8 eV
strongest force on any atom: 4.89 eV/A
energy relative to the best compared isomer or geometry (same formula, charge and spin): 49.77 kcal per mole
LUMO level: -3.2515 eV
net charge: +1